[1]
Computed, not measured: a 3-piece molecular cluster, C16H19BN3O2 overall at a distorted geometry, with ωB97M-V/def2-TZVPD.

E_tot: -960.52629 Ha
Orbital gap: 7.878 eV
Energy relative to the best compared isomer or geometry (same formula, charge and spin): 0.0 kJ/mol
Maximum force: 2.88 eV Å⁻¹

Geometry as ORCA input:
```
! wB97M-V def2-TZVPD RIJCOSX def2/J DEFGRID3
* xyz 1 1
C -1.1407 -2.8781 3.5426
O -0.0671 -3.6145 2.9078
B 1.0002 -2.7813 2.5123
O 2.3261 -3.1575 2.5986
C 0.5724 -1.3383 1.8837
C 0.9587 -0.0574 2.4281
C 0.4461 1.1673 1.7598
C -0.4098 0.9899 0.5993
C -0.7478 -0.3256 0.1047
N -0.2512 -1.4155 0.7663
H -0.7611 -2.1753 4.3321
H -1.7911 -3.6355 4.0563
H -1.8055 -2.3267 2.8282
H 2.3261 -4.1012 2.8564
H 1.6116 -0.0180 3.3244
H 0.7229 2.1647 2.1728
H -0.8392 1.8620 0.0501
H -1.4295 -0.5161 -0.7784
H -0.5220 -2.3394 0.4109
N 2.2129 3.9774 0.7125
C 2.7300 3.2140 -0.2622
C 4.0452 3.2950 -0.6888
C 4.8776 4.2192 -0.0784
C 4.3683 5.0208 0.9293
C 3.0393 4.8606 1.2860
H 2.0400 2.5074 -0.7126
H 4.4086 2.6512 -1.4790
H 5.9124 4.3134 -0.3852
H 4.9881 5.7539 1.4280
H 2.5974 5.4640 2.0717
N -3.0450 -1.4781 -2.3697
C -4.3264 -1.1715 -2.6085
C -4.9935 -1.5046 -3.7752
C -4.2967 -2.1918 -4.7561
C -2.9686 -2.5197 -4.5345
C -2.3938 -2.1442 -3.3328
H -4.8293 -0.6314 -1.8138
H -6.0315 -1.2328 -3.9126
H -4.7834 -2.4692 -5.6834
H -2.3928 -3.0552 -5.2776
H -1.3578 -2.3820 -3.1131
*
```

[2]
Computed, not measured: C5H3NO as an isolated structure at a distorted geometry, with ωB97M-V/def2-TZVPD.

E_tot: -322.04029 Ha
Orbital gap: 8.853 eV
Energy relative to the best compared isomer or geometry (same formula, charge and spin): 660.3 kJ/mol
Maximum force: 3.37 eV Å⁻¹

Geometry as ORCA input:
```
! wB97M-V def2-TZVPD RIJCOSX def2/J DEFGRID3
* xyz 0 1
C -2.4532 -0.2323 1.5907
C -1.3652 -0.1379 0.9196
C -0.1039 -0.2929 0.2401
C 0.1720 -0.8663 -0.9603
O 1.2921 -0.3335 -1.4518
N 1.7713 0.6377 -0.6058
C 0.9486 0.6716 0.3986
H -1.0000 0.8225 0.1778
H -0.3168 -1.6419 -1.5310
H 1.0552 1.3730 1.2221
*
```

[3]
Computed, not measured: C22H15AuN6O2SSe as an isolated structure at a distorted geometry, with ωB97M-V/def2-TZVPD.

E_tot: -4261.09971 Ha
Orbital gap: 4.902 eV
Energy relative to the best compared isomer or geometry (same formula, charge and spin): 119.8 kJ/mol
Maximum force: 1.02 eV Å⁻¹

Geometry as ORCA input:
```
! wB97M-V def2-TZVPD RIJCOSX def2/J DEFGRID3
* xyz 2 1
Au 0.1165 -0.5381 -0.0483
N 3.9029 -1.0731 1.4621
C 4.3485 -1.0385 0.1433
C 5.6247 -1.1601 -0.3949
C 5.7071 -1.1497 -1.7701
C 4.5617 -1.0358 -2.5768
C 3.3006 -0.9019 -2.0373
C 3.2109 -0.8842 -0.6472
N 2.1117 -0.8122 0.2202
C 2.5739 -0.9680 1.4589
C 1.6509 -1.1124 2.5675
C 1.8716 -1.2803 3.8981
S 0.3810 -1.4691 4.7055
C -0.4545 -1.3140 3.2364
N 0.3231 -1.1376 2.2035
H 4.4738 -1.2665 2.2704
H 6.5009 -1.2806 0.2274
H 6.6740 -1.2533 -2.2427
H 4.6759 -1.0680 -3.6518
H 2.4249 -0.8213 -2.6628
H 2.8060 -1.2967 4.4365
H -1.5319 -1.3461 3.1646
O -2.3968 -0.0451 1.5686
C -2.7121 -0.4248 0.4570
O -1.7594 -0.6004 -0.4873
C -4.0649 -0.7389 -0.0235
C -5.1428 -0.1734 0.6579
C -6.4321 -0.4524 0.2436
C -6.6443 -1.3024 -0.8350
C -5.5706 -1.8725 -1.5084
C -4.2771 -1.5847 -1.1121
H -4.9591 0.4738 1.5051
H -7.2742 -0.0121 0.7597
H -7.6547 -1.5255 -1.1506
H -5.7462 -2.5382 -2.3421
H -3.4375 -2.0239 -1.6333
Se 2.2397 2.6258 -3.3341
N 1.4837 4.0114 -2.5653
C 0.7678 3.5523 -1.5544
C -0.0386 4.3398 -0.6889
C -0.7396 3.6956 0.2840
C -0.6563 2.2888 0.4174
N 0.1051 1.5397 -0.3512
C 0.8204 2.1267 -1.3728
N 1.5387 1.4383 -2.2164
H -0.0907 5.4114 -0.8307
H -1.3818 4.2267 0.9714
H -1.2308 1.7718 1.1789
*
```

[4]
Computed, not measured: C41H52I2KN4O4PS as an isolated structure at a distorted geometry, with ωB97M-V/def2-TZVPD.

E_tot: -4048.46573 Ha
Orbital gap: 5.027 eV
Energy relative to the best compared isomer or geometry (same formula, charge and spin): 0.0 kJ/mol
Maximum force: 2.68 eV Å⁻¹

Geometry as ORCA input:
```
! wB97M-V def2-TZVPD RIJCOSX def2/J DEFGRID3
* xyz -2 1
K 17.9558 14.6337 10.1946
O 14.4306 14.3617 13.2337
C 15.2905 14.6984 12.4083
O 15.8911 13.9665 11.5426
C 15.5542 16.1883 12.2497
C 14.8340 17.2017 13.0101
C 15.0474 18.4839 12.6458
C 15.9054 18.8210 11.5862
C 16.7368 17.8125 11.0751
N 16.4106 16.5525 11.3399
C 17.9687 18.1127 10.2285
O 18.3737 19.2941 10.1523
O 18.5674 17.0667 9.7970
H 14.1619 16.9317 13.8583
H 14.5598 19.2893 13.1905
H 16.1059 19.8406 11.2065
I 14.3584 10.2946 13.1080
C 15.4528 11.4723 14.6072
I 17.6031 11.4796 14.7031
H 15.0598 11.0272 15.5985
H 15.1844 12.5213 14.4038
C 19.4061 15.1967 6.8972
C 20.5285 14.4233 7.5114
C 21.8203 14.5819 6.8993
C 22.8725 14.0312 7.5474
C 22.6468 13.2739 8.7355
C 23.6708 12.7551 9.5438
C 23.4375 12.0668 10.7644
C 22.1142 11.8201 11.1635
C 21.0335 12.1893 10.3194
S 19.5057 11.5552 10.7111
C 21.2928 12.9757 9.1694
N 20.2640 13.5263 8.4726
H 19.5565 15.3876 5.8294
H 19.3177 16.2252 7.3442
H 18.4403 14.6787 7.0729
H 21.9542 15.1319 5.9815
H 23.8978 14.2035 7.2219
H 24.6807 13.1534 9.3328
H 24.2823 11.8375 11.4494
H 21.8849 11.2639 12.0353
C 7.7068 14.0837 10.0903
C 8.8972 14.4628 11.0252
C 10.2551 14.5773 10.3334
C 10.3586 13.4676 9.1412
C 9.4203 12.2742 9.4778
C 7.9578 12.7134 9.4074
P 12.2042 13.0792 8.9462
C 12.4363 11.5107 7.9350
C 11.5153 11.3435 6.7342
C 11.2532 9.8554 6.3671
C 12.4874 8.9743 6.7150
C 12.8581 8.9708 8.1855
C 12.4031 10.2913 8.8918
C 12.8541 14.3985 7.8161
C 13.2521 15.6774 8.5790
C 14.3465 16.4977 7.8650
C 14.2826 16.2452 6.3177
C 12.8810 15.9693 5.7338
C 12.0469 14.9654 6.5931
H 7.5135 14.8949 9.3444
H 6.7953 14.0453 10.6662
H 8.9110 13.7135 11.9257
H 8.7096 15.4458 11.5286
H 11.0424 14.4477 11.1330
H 10.4460 15.5531 9.9093
H 10.0443 13.9930 8.2149
H 9.6041 11.8702 10.4928
H 9.6399 11.4418 8.7942
H 7.3081 11.8783 9.7131
H 7.7036 12.8961 8.2893
H 13.4898 11.5288 7.5436
H 11.9845 11.7981 5.8376
H 10.5609 11.8725 6.8818
H 10.9808 9.7946 5.3042
H 10.3806 9.4843 6.9109
H 13.3254 9.3770 6.0322
H 12.2943 7.9790 6.3613
H 13.9830 8.8320 8.3029
H 12.4486 8.0593 8.7008
H 13.1761 10.4569 9.6446
H 11.3896 10.2168 9.3295
H 13.8134 13.8373 7.4915
H 13.5486 15.4504 9.5984
H 12.2928 16.1821 8.6509
H 15.3098 16.1652 8.2514
H 14.2091 17.5890 8.0152
H 15.0508 15.4375 6.0323
H 14.5814 17.1729 5.7860
H 13.0322 15.6007 4.6678
H 12.2173 16.8658 5.7021
H 11.6455 14.1909 5.9659
H 11.1467 15.4241 7.0157
N 18.3314 9.0349 6.9636
C 18.3330 7.9128 7.7412
C 19.5111 7.1693 7.9594
C 19.4922 5.9839 8.6814
C 18.3342 5.6048 9.3125
C 17.2324 6.4858 9.1656
N 17.2010 7.4909 8.3400
H 19.1490 9.3883 6.4620
H 17.4696 9.5290 6.7626
H 20.4737 7.6872 7.6699
H 20.4688 5.4747 8.8854
H 18.2989 4.7396 9.9756
H 16.2924 6.2444 9.6507
*
```

[5]
Computed, not measured: one molecule with the formula C8H6O5 at a distorted geometry, with ωB97M-V/def2-TZVPD.

E_tot: -684.53594 Ha
Orbital gap: 9.164 eV
Energy relative to the best compared isomer or geometry (same formula, charge and spin): 228.6 kJ/mol
Maximum force: 4.76 eV Å⁻¹

Geometry as ORCA input:
```
! wB97M-V def2-TZVPD RIJCOSX def2/J DEFGRID3
* xyz 0 1
C 0.5825 1.5384 0.0050
C -0.5051 0.9978 0.4696
C -1.8072 1.2907 0.9241
C 0.2810 -1.1905 -0.7263
C -2.2681 -0.8570 0.0038
C 1.7168 0.8538 -0.6155
C 1.6409 -0.6331 -0.4022
C -0.7727 -1.0419 0.4049
O -2.1558 2.2148 1.6110
O -0.0794 -1.5103 -1.8267
O -2.8767 -1.4806 -0.7988
O -2.6946 0.4064 0.4028
O -0.6120 -1.5771 1.6193
H 0.5754 2.6242 -0.3258
H 1.6761 1.0676 -1.7447
H 2.7306 1.0304 -0.3972
H 1.9794 -0.9333 0.6952
H 2.3116 -0.9342 -1.1287
H 0.2772 -1.8661 1.8302
*
```

[6]
Computed, not measured: one molecule with the formula C2H5BrO at a distorted geometry, with ωB97M-V/def2-TZVPD.

E_tot: -2728.42389 Ha
Orbital gap: 10.766 eV
Energy relative to the best compared isomer or geometry (same formula, charge and spin): 58.3 kJ/mol
Maximum force: 3.70 eV Å⁻¹
Structure (SMILES): C[C@H](O)Br

Geometry as ORCA input:
```
! wB97M-V def2-TZVPD RIJCOSX def2/J DEFGRID3
* xyz 0 1
C -0.1462 0.1669 -0.4728
C 0.0430 -0.9010 0.5041
O 0.7423 -0.4402 1.6227
Br 1.2967 -2.2654 -0.4409
H 0.7084 0.6352 -0.7661
H -0.5502 0.0017 -1.4671
H -0.7300 1.0719 -0.2344
H -0.7774 -1.6695 0.6500
H 1.1581 0.3903 1.5071
*
```

[7]
Computed, not measured: C18H32F4NNa2O15S2 as an isolated structure at a distorted geometry, with ωB97M-V/def2-TZVPD.

E_tot: -3408.74861 Ha
Orbital gap: 6.314 eV
Maximum force: 4.87 eV Å⁻¹

Geometry as ORCA input:
```
! wB97M-V def2-TZVPD RIJCOSX def2/J DEFGRID3
* xyz 1 1
Na -1.3214 -0.9888 -3.0209
Na -2.7182 -2.8854 -0.1622
N -1.8704 -0.7981 -0.6538
S -0.6924 0.0783 0.1665
O -1.1488 0.9191 1.1885
O 0.3918 0.4362 -0.6588
F -0.1540 -1.2406 0.8760
S -2.9755 0.3175 -0.7769
O -2.5556 1.3936 -1.6166
O -3.8751 0.4851 0.2987
F -3.9679 -0.5105 -1.7828
C 3.2101 -0.2511 1.0271
C 4.5713 -0.3177 0.3199
O 4.8832 -1.6813 0.3226
C 3.9987 -2.3630 1.1023
O 4.0483 -3.5307 1.2922
O 3.0263 -1.5465 1.5570
F 5.5221 0.3700 1.0285
H 2.4745 -0.0034 0.2652
H 3.2684 0.4958 1.8132
H 4.5951 0.0659 -0.6971
C 2.5350 -4.7479 -1.4188
C 3.6370 -3.7673 -1.8453
O 2.9649 -2.5223 -1.7931
C 1.6392 -2.7248 -1.8994
O 0.8442 -1.8491 -2.0723
O 1.3320 -4.0129 -1.6889
F 4.0114 -3.9792 -3.1274
H 2.6338 -5.0108 -0.3683
H 2.5502 -5.6346 -2.0465
H 4.4734 -3.7367 -1.1526
C -8.3871 4.3005 0.1820
C -7.0125 3.6609 0.2065
O -6.2354 4.2049 -0.8397
C -4.8670 3.8843 -0.7124
C -4.1337 4.1545 -2.0118
H -8.9116 4.0652 -0.7470
H -8.9662 3.9940 1.0502
H -8.2930 5.3875 0.1603
H -6.5680 3.8845 1.1881
H -7.0734 2.5711 0.0940
H -4.4695 4.5482 0.0718
H -4.7328 2.8756 -0.3044
H -3.1394 4.5189 -1.7609
H -4.6944 4.9665 -2.4772
H -4.1005 3.2982 -2.6774
O 2.1837 -0.0147 -4.6017
C 2.6475 0.6258 -3.6898
O 3.8481 0.4006 -3.1560
C 4.6698 -0.5525 -3.8323
C 5.8715 -0.8942 -2.9738
C 1.8857 1.7414 -3.0628
H 5.0019 -0.1668 -4.7952
H 4.1243 -1.4736 -4.0352
H 6.4534 -0.0118 -2.6939
H 6.5892 -1.4168 -3.6203
H 5.7083 -1.5536 -2.1258
H 0.8337 1.5457 -3.2268
H 2.1480 2.7708 -3.3147
H 2.0903 1.8175 -1.9896
O -2.0632 -0.3378 4.9995
C -1.4265 -1.0956 5.6806
O -0.2375 -1.5945 5.3214
C 0.1699 -1.3927 3.9701
C 0.7499 0.0015 3.7706
C -1.8380 -1.5773 7.0454
H -0.7214 -1.5338 3.3505
H 0.9561 -2.1073 3.7420
H 0.2525 0.6894 4.4558
H 0.5130 0.3903 2.7819
H 1.8159 0.1003 3.9668
H -1.9247 -0.7855 7.7850
H -1.1980 -2.3714 7.4164
H -2.8504 -1.9774 6.9341
*
```

[8]
Computed, not measured: a 5-piece molecular cluster, C2H12O5 overall at a distorted geometry, with ωB97M-V/def2-TZVPD.

E_tot: -459.16086 Ha
Orbital gap (alpha / beta): 8.426 / 4.355 eV
Energy relative to the best compared isomer or geometry (same formula, charge and spin): 299.7 kJ/mol
Maximum force: 4.08 eV Å⁻¹
⟨S²⟩: 0.758

Geometry as ORCA input:
```
! wB97M-V def2-TZVPD RIJCOSX def2/J DEFGRID3
* xyz 1 2
O 0.7435 -0.9214 0.6321
C 0.7837 0.0651 1.3385
C -0.0283 1.3454 1.4343
H 1.8074 0.3369 1.8544
H -0.8773 1.3976 0.7682
H 0.7178 2.1148 1.4714
H -0.4372 1.1525 2.4570
H 2.5621 1.4510 -0.8233
H 2.2936 0.0423 -1.0370
O 2.9167 0.5801 -0.5608
H -2.2144 -2.2082 1.0193
H -1.0013 -1.5447 0.1460
O -2.0498 -1.6111 0.1839
H -2.7710 0.9559 -1.3307
H -2.7354 0.1021 -0.0344
O -2.8803 0.9966 -0.3571
H 0.4050 -1.5953 -2.1085
H 1.7125 -1.0651 -2.2760
O 1.0528 -1.5946 -2.7775
*
```

[9]
Computed, not measured: C45H46IrN5S5 as an isolated structure at a distorted geometry, with ωB97M-V/def2-TZVPD.

E_tot: -4111.23817 Ha
Orbital gap (alpha / beta): 5.412 / 6.008 eV
Energy relative to the best compared isomer or geometry (same formula, charge and spin): 171.9 kJ/mol
Maximum force: 3.39 eV Å⁻¹
⟨S²⟩: 0.772

Geometry as ORCA input:
```
! wB97M-V def2-TZVPD RIJCOSX def2/J DEFGRID3
* xyz 1 2
Ir -0.0904 0.6222 0.9849
C 0.8159 -2.1791 3.4519
C 1.0005 -0.9412 4.2657
C 0.7559 -0.9455 5.6290
C 1.0106 0.1722 6.4052
C 1.5410 1.3071 5.8199
C 1.7826 1.3611 4.4549
C 2.3895 2.5994 3.8637
C 1.4872 0.2297 3.6657
N 1.6531 0.3173 2.2804
C 2.8627 0.2954 1.7543
C 4.0752 -0.0781 2.5474
C 3.0077 0.6944 0.3975
C 4.3598 1.1300 -0.0821
N 1.9237 0.7716 -0.3409
C 2.0077 1.1565 -1.6859
C 2.4657 0.2422 -2.6552
C 2.9056 -1.1453 -2.2900
C 2.5310 0.6436 -3.9807
C 2.1252 1.9075 -4.3721
C 1.7190 2.8134 -3.4113
C 1.6940 2.4689 -2.0675
C 1.4665 3.5372 -1.0470
H 0.6565 -3.0403 4.0937
H 1.6924 -2.3636 2.8337
H -0.0420 -2.0890 2.7870
H 0.3889 -1.8493 6.0885
H 0.8192 0.1513 7.4659
H 1.7812 2.1687 6.4250
H 2.0667 3.4737 4.4261
H 2.1006 2.7267 2.8207
H 3.4785 2.5482 3.9219
H 3.8041 -0.4417 3.5344
H 4.7218 0.7892 2.6712
H 4.6467 -0.8496 2.0331
H 4.6898 1.9779 0.5176
H 4.3257 1.4390 -1.1227
H 5.0972 0.3389 0.0324
H 2.0751 -1.7084 -1.8656
H 3.7119 -1.1276 -1.5573
H 3.2637 -1.6720 -3.1736
H 2.9226 -0.0453 -4.7142
H 2.1637 2.1841 -5.4148
H 1.4628 3.8229 -3.6901
H 0.6504 4.1860 -1.3447
H 2.3703 4.1426 -0.9714
H 1.2466 3.1197 -0.0673
S -3.3078 0.5079 8.0370
C -2.7524 0.6163 6.5012
S -3.0560 -0.5931 5.2851
C -2.1663 0.1836 3.9981
C -1.5769 1.3966 4.3145
S -0.7156 2.3438 3.2305
S -1.7870 1.9601 5.9551
S -2.1310 -0.5264 2.4760
C -0.2158 -1.1229 -4.1127
C -1.6133 -1.5397 -4.4492
C -2.0264 -1.6178 -5.7720
C -3.2934 -2.0602 -6.1015
C -4.1849 -2.4272 -5.1081
C -3.8036 -2.3361 -3.7828
C -2.5250 -1.9026 -3.4543
N -2.1222 -1.9151 -2.0928
C -1.6627 -0.8584 -1.3782
N -1.9553 0.3531 -1.8940
C -1.8469 1.6374 -1.3717
C -1.2520 1.9405 -0.1337
C -1.3639 3.2614 0.3138
C -2.0114 4.2417 -0.4095
C -2.5088 3.9383 -1.6661
C -2.4252 2.6537 -2.1647
C -2.9655 2.3603 -3.5356
N -0.9956 -1.0220 -0.2697
C -0.7553 -2.3368 0.1830
C 0.5712 -2.7692 0.2099
C 0.9011 -4.0500 0.6017
C -0.1022 -4.9148 1.0125
C -1.4159 -4.4849 1.0109
C -1.7778 -3.2062 0.6005
C -3.2275 -2.8225 0.6531
H 0.4451 -1.3081 -4.9552
H 0.1573 -1.6725 -3.2509
H -0.1527 -0.0599 -3.8774
H -1.3327 -1.3516 -6.5554
H -3.5689 -2.1322 -7.1401
H -5.1652 -2.7954 -5.3645
H -4.4883 -2.6104 -2.9959
H -1.9910 -2.8224 -1.6689
H -2.4887 0.3054 -2.7525
H -0.9333 3.5617 1.2587
H -2.1108 5.2387 -0.0068
H -2.9588 4.7184 -2.2595
H -3.2918 3.2841 -4.0029
H -3.8298 1.6959 -3.5099
H -2.2065 1.9147 -4.1776
H 1.3381 -2.0636 -0.0731
H 1.9326 -4.3699 0.5978
H 0.1354 -5.9164 1.3367
H -2.1928 -5.1571 1.3429
H -3.6033 -2.9939 1.6601
H -3.8213 -3.4379 -0.0226
H -3.3877 -1.7765 0.4093
*
```